DFT (ωB97M-V with the def2-TZVPD basis set) results for 11 unconnected molecules or ions with the total composition C92H196N10O11 in a non-equilibrium geometry.

LUMO level	0.2	eV
charge	0
HOMO level	-7.876	eV
F_max	0.0809	hartree/bohr
orbital gap	8.05	eV
structure (SMILES)	CC1(C)CCCC(C)(C)N1O.CC1(C)CCCC(C)(C)N1O.CC1(C)CCCC(C)(C)N1O.CC1(C)CCCC(C)(C)N1O.CC1(C)CCCC(C)(C)N1O.CC1(C)CCCC(C)(C)N1O.CC1(C)CCCC(C)(C)N1O.CC1(C)CCCC(C)(C)N1O.CC1(C)CCCC(C)(C)N1O.CC1(C)CCCC(C)(C)N1O.CCO

The geometry in XYZ format:
```
309
C92H196N10O11 (ωB97M-V with the def2-TZVPD basis set)
C -0.037 -5.798 -0.194
C 0.721 -5.887 -1.524
C 0.222 -4.801 -2.484
C 2.266 -5.493 -1.260
C 3.219 -6.681 -0.813
C 3.032 -7.833 -1.778
C 1.558 -8.366 -1.911
C 1.482 -9.428 -3.034
C 1.112 -9.002 -0.512
N 0.617 -7.186 -2.193
O -0.675 -7.546 -2.324
H -0.911 -6.443 -0.108
H 0.519 -5.967 0.729
H -0.577 -4.851 -0.160
H -0.817 -4.474 -2.446
H 0.679 -3.832 -2.280
H 0.259 -5.180 -3.505
H 2.815 -5.080 -2.106
H 2.386 -4.776 -0.447
H 4.255 -6.342 -0.807
H 2.803 -7.012 0.139
H 3.783 -8.556 -1.458
H 3.333 -7.548 -2.786
H 1.046 -10.361 -2.674
H 2.420 -9.706 -3.514
H 0.889 -9.050 -3.866
H 1.205 -8.336 0.346
H 1.831 -9.771 -0.231
H 0.080 -9.353 -0.538
H -0.964 -7.170 -3.158
C 0.382 5.926 3.045
C -0.555 4.805 2.537
C -2.040 5.371 2.240
C 0.004 4.219 1.186
C 1.159 3.226 1.290
C 0.766 2.189 2.263
C 0.250 2.706 3.659
C -0.140 1.461 4.460
C 1.467 3.361 4.431
N -0.737 3.707 3.435
O -1.555 4.067 4.596
H 0.282 6.194 4.097
H 1.398 5.596 2.828
H 0.121 6.902 2.637
H -2.501 5.711 3.167
H -2.017 6.065 1.400
H -2.675 4.564 1.872
H -0.785 3.780 0.576
H 0.356 5.093 0.636
H 1.347 2.849 0.285
H 2.043 3.745 1.663
H 1.570 1.460 2.365
H -0.075 1.663 1.811
H -0.229 1.652 5.529
H 0.419 0.542 4.284
H -1.174 1.156 4.298
H 1.125 3.828 5.354
H 2.105 4.089 3.931
H 2.094 2.536 4.771
H -2.441 3.746 4.413
C 1.165 6.083 -2.054
C 1.859 7.456 -2.369
C 2.402 8.182 -1.133
C 2.998 7.180 -3.361
C 3.346 8.354 -4.242
C 2.207 8.977 -5.014
C 1.102 9.417 -4.059
C 1.528 10.752 -3.296
C -0.167 9.589 -4.970
N 0.852 8.295 -3.092
O -0.383 8.470 -2.463
H 0.416 6.424 -1.339
H 0.707 5.422 -2.790
H 1.934 5.550 -1.495
H 1.536 8.397 -0.507
H 3.183 7.706 -0.540
H 2.669 9.215 -1.355
H 3.741 6.550 -2.872
H 2.595 6.499 -4.110
H 3.828 9.221 -3.790
H 4.213 8.060 -4.834
H 1.865 8.270 -5.770
H 2.509 9.823 -5.632
H 0.747 11.085 -2.612
H 1.602 11.568 -4.015
H 2.467 10.885 -2.759
H -0.899 10.145 -4.384
H -0.574 8.675 -5.404
H 0.024 10.149 -5.885
H -0.856 7.702 -2.792
C 1.638 -1.827 5.364
C 2.121 -1.459 6.864
C 3.646 -1.069 6.856
C 1.371 -0.128 7.341
C 1.358 0.114 8.797
C 0.791 -1.133 9.481
C 1.473 -2.517 9.245
C 2.725 -2.626 10.161
C 0.397 -3.740 9.534
N 1.808 -2.612 7.735
O 2.557 -3.741 7.401
H 2.117 -1.217 4.598
H 1.685 -2.853 5.000
H 0.595 -1.514 5.313
H 4.094 -1.840 6.230
H 3.862 -0.143 6.323
H 4.218 -1.022 7.783
H 1.744 0.820 6.953
H 0.333 -0.093 7.011
H 2.420 0.183 9.031
H 0.833 1.027 9.078
H -0.258 -1.292 9.231
H 0.673 -0.938 10.546
H 3.584 -2.022 9.870
H 3.112 -3.636 10.295
H 2.417 -2.338 11.166
H -0.277 -3.626 8.685
H -0.118 -3.407 10.435
H 0.858 -4.726 9.490
H 2.096 -4.213 6.704
C -3.039 0.379 -7.309
C -2.944 -0.981 -6.507
C -2.863 -2.105 -7.568
C -1.745 -0.942 -5.563
C -1.779 -2.090 -4.493
C -3.000 -2.068 -3.694
C -4.306 -1.340 -4.233
C -5.464 -2.177 -3.924
C -4.361 0.071 -3.640
N -4.216 -1.138 -5.761
O -5.443 -1.086 -6.442
H -3.494 1.110 -6.640
H -2.067 0.696 -7.687
H -3.644 0.248 -8.206
H -1.846 -2.253 -7.931
H -3.239 -3.051 -7.179
H -3.524 -1.872 -8.402
H -0.884 -1.213 -6.174
H -1.504 0.049 -5.177
H -1.649 -2.942 -5.160
H -0.874 -2.211 -3.898
H -2.688 -1.546 -2.790
H -3.229 -3.033 -3.241
H -5.449 -2.298 -2.841
H -5.244 -3.101 -4.459
H -6.449 -1.831 -4.238
H -4.423 0.094 -2.552
H -5.298 0.488 -4.007
H -3.691 0.784 -4.120
H -5.635 -2.024 -6.508
C 0.118 -5.799 3.913
C -1.217 -5.874 4.763
C -1.339 -4.567 5.495
C -2.313 -6.023 3.672
C -3.673 -6.360 4.244
C -3.529 -7.565 5.088
C -2.375 -7.632 6.111
C -2.890 -6.925 7.428
C -2.115 -9.144 6.364
N -1.208 -7.005 5.632
O -0.054 -7.109 6.489
H 0.947 -5.653 4.605
H 0.352 -6.648 3.270
H 0.113 -4.921 3.267
H -2.202 -4.578 6.160
H -0.479 -4.179 6.040
H -1.647 -3.821 4.762
H -2.459 -5.108 3.098
H -2.084 -6.880 3.038
H -4.114 -5.545 4.817
H -4.365 -6.652 3.454
H -3.618 -8.480 4.503
H -4.470 -7.618 5.634
H -3.439 -7.575 8.110
H -3.561 -6.138 7.085
H -2.223 -6.486 8.170
H -3.106 -9.593 6.428
H -1.590 -9.497 7.252
H -1.573 -9.460 5.472
H -0.309 -6.375 7.052
C 4.834 2.243 -4.868
C 3.949 2.213 -6.089
C 4.400 0.964 -7.022
C 2.598 1.777 -5.437
C 1.387 1.898 -6.324
C 1.221 3.326 -6.842
C 2.548 3.900 -7.494
C 2.557 3.484 -9.028
C 2.406 5.495 -7.421
N 3.817 3.509 -6.745
O 4.967 4.047 -7.363
H 5.870 2.562 -4.980
H 4.663 3.088 -4.200
H 4.905 1.265 -4.392
H 3.584 0.408 -7.485
H 5.215 1.235 -7.693
H 4.974 0.194 -6.506
H 2.437 0.811 -4.958
H 2.340 2.433 -4.606
H 1.490 1.104 -7.064
H 0.547 1.577 -5.708
H 0.948 3.911 -5.964
H 0.352 3.232 -7.492
H 1.670 3.628 -9.644
H 2.565 2.394 -8.992
H 3.546 3.739 -9.410
H 3.373 5.861 -7.767
H 2.130 5.926 -6.459
H 1.579 5.886 -8.014
H 5.412 4.442 -6.610
C 4.716 -3.125 1.615
C 6.022 -2.450 1.003
C 6.514 -3.193 -0.244
C 5.612 -1.040 0.585
C 6.633 0.127 0.518
C 7.550 0.194 1.766
C 8.135 -1.282 2.106
C 9.319 -1.434 1.088
C 8.812 -1.089 3.511
N 7.096 -2.302 2.088
O 7.394 -3.544 2.646
H 4.457 -2.603 2.536
H 3.859 -3.193 0.945
H 4.865 -4.181 1.843
H 5.762 -3.270 -1.030
H 7.302 -2.605 -0.714
H 6.989 -4.138 0.019
H 5.416 -0.931 -0.482
H 4.716 -0.730 1.124
H 7.109 0.082 -0.462
H 6.082 1.064 0.445
H 7.017 0.685 2.581
H 8.298 0.868 1.348
H 10.043 -0.620 1.076
H 8.858 -1.616 0.118
H 9.958 -2.275 1.358
H 8.033 -1.308 4.242
H 9.272 -0.125 3.731
H 9.457 -1.952 3.676
H 6.721 -3.539 3.331
C -2.727 3.894 -2.607
C -3.792 4.744 -3.282
C -3.285 5.508 -4.485
C -4.922 3.924 -3.897
C -5.923 3.256 -2.874
C -6.542 4.348 -1.937
C -5.489 5.298 -1.368
C -6.252 6.613 -0.996
C -4.941 4.824 -0.095
N -4.478 5.748 -2.387
O -3.551 6.605 -1.827
H -1.875 4.527 -2.357
H -3.064 3.261 -1.786
H -2.346 3.193 -3.349
H -2.916 4.864 -5.283
H -4.100 6.075 -4.936
H -2.553 6.238 -4.140
H -5.643 4.570 -4.398
H -4.521 3.065 -4.434
H -6.798 2.827 -3.363
H -5.488 2.403 -2.353
H -7.174 3.855 -1.199
H -7.374 4.803 -2.474
H -5.534 7.326 -0.592
H -7.093 6.439 -0.324
H -6.622 7.214 -1.827
H -4.662 3.772 -0.145
H -5.698 4.950 0.679
H -4.039 5.382 0.158
H -3.849 7.434 -2.210
C -4.123 -3.611 0.040
C -4.440 -2.680 1.204
C -5.082 -3.531 2.281
C -3.102 -2.147 1.725
C -3.350 -0.903 2.618
C -4.101 0.189 1.787
C -5.549 -0.278 1.460
C -6.407 -0.387 2.745
C -6.120 0.852 0.551
N -5.403 -1.587 0.823
O -6.674 -2.044 0.427
H -4.998 -4.094 -0.396
H -3.634 -2.974 -0.696
H -3.354 -4.318 0.351
H -5.448 -2.905 3.095
H -5.991 -3.957 1.856
H -4.447 -4.330 2.665
H -2.704 -2.843 2.464
H -2.461 -1.896 0.880
H -3.851 -1.192 3.541
H -2.380 -0.547 2.966
H -3.454 0.256 0.912
H -4.059 1.207 2.174
H -6.657 0.494 3.337
H -5.991 -0.999 3.545
H -7.377 -0.777 2.437
H -6.495 1.748 1.045
H -7.027 0.490 0.065
H -5.362 1.069 -0.202
H -6.740 -1.842 -0.509
C 0.152 -0.674 -0.443
C 1.652 -0.390 -0.337
O 2.208 -0.905 0.825
H -0.155 -0.545 -1.481
H -0.524 0.053 0.006
H -0.011 -1.720 -0.181
H 1.891 0.669 -0.427
H 2.231 -0.792 -1.168
H 1.698 -0.448 1.498
```